Record 1
Entry from OMol25: 6 unconnected molecules or ions with the total composition C18H42N6O6 (ωB97M-V with the def2-TZVPD basis set).

Values from the calculation:
* highest occupied orbital energy: -8.9 eV
* structure (SMILES): CN(C)C=O.CN(C)C=O.CN(C)C=O.CN(C)C=O.CN(C)C=O.CN(C)C=O
* DFT total energy: -1491.012452 Ha
* HOMO-LUMO gap: 9.19 eV
* ΔE to the lowest compared entry with this formula, charge and spin: 304.8 kJ/mol
* charge: 0

Geometry as XYZ:
```
72
Properties=species:S:1:pos:R:3:forces:R:3:lowdin_charge:R:1
C 3.99499 -6.37429 0.72389 0.126 0.256 0.179 -0.35
O 4.92664 -6.38519 -0.05946 -0.286 -0.115 0.012 0.01
N 3.09792 -5.36645 0.83877 0.060 -0.193 0.014 -0.20
C 2.23441 -5.23296 2.00288 -0.583 -0.264 -0.914 -0.05
C 3.24906 -4.21183 -0.03129 0.101 -0.235 0.796 -0.04
H 3.79927 -7.19149 1.43855 0.046 -0.058 -0.032 0.13
H 1.24034 -4.91685 1.66920 0.152 0.216 0.064 0.08
H 2.61343 -4.48596 2.69778 0.051 -0.166 0.271 0.09
H 2.07275 -6.22024 2.43244 0.355 0.100 0.388 0.08
H 3.47531 -4.56431 -1.03202 -0.084 0.209 -0.149 0.09
H 2.32074 -3.65276 0.06015 -0.005 0.094 -0.364 0.04
H 4.07580 -3.59636 0.33817 0.005 0.137 -0.236 0.10
C -1.56110 3.59950 3.02287 0.176 -0.505 -0.521 -0.35
O -1.80571 2.40535 3.00740 0.024 0.034 -0.033 0.00
N -1.83720 4.43310 4.02613 -0.060 0.301 0.272 -0.19
C -1.44524 5.81993 3.91598 0.712 0.426 0.576 -0.06
C -2.40957 3.90919 5.24522 -0.802 0.186 0.157 -0.04
H -1.05536 4.10905 2.18279 -0.097 -0.059 -0.083 0.13
H -1.97206 6.44486 4.63522 -0.377 -0.150 -0.150 0.09
H -1.60551 6.20963 2.91504 -0.118 -0.033 -0.061 0.09
H -0.38361 5.96606 4.17789 -0.146 -0.145 -0.178 0.09
H -3.49892 4.05771 5.27153 0.160 0.069 -0.092 0.10
H -2.25569 2.83643 5.28132 0.257 -0.023 0.092 0.08
H -2.00737 4.41893 6.11913 0.250 -0.121 -0.030 0.09
C 0.94142 4.64906 -0.17379 1.339 -0.376 -0.431 -0.37
O -0.02101 4.48917 -0.88800 -0.492 0.150 0.291 0.02
N 2.20257 4.27838 -0.53265 0.166 -0.172 0.433 -0.19
C 3.29123 4.36220 0.45542 -0.875 0.012 -0.036 -0.05
C 2.39436 3.56039 -1.78261 -0.015 0.555 -0.341 -0.05
H 0.97478 5.09784 0.83573 -0.546 0.119 -0.001 0.13
H 4.19386 3.96220 0.01336 0.160 0.107 0.016 0.08
H 3.04408 3.78307 1.34989 0.135 -0.108 -0.056 0.08
H 3.43057 5.39457 0.77390 0.244 0.030 -0.119 0.08
H 1.66511 2.75959 -1.89556 0.072 -0.106 0.047 0.08
H 2.26785 4.23761 -2.63381 -0.147 -0.065 0.080 0.09
H 3.41470 3.19367 -1.84574 -0.038 -0.220 0.169 0.08
C -1.01369 -3.84595 -4.00402 0.032 -0.032 0.152 -0.34
O -0.97665 -2.75596 -4.53964 -0.052 -0.046 -0.009 0.01
N -0.65370 -4.09712 -2.72337 -0.169 0.576 -0.334 -0.20
C -0.80914 -5.38796 -2.12813 0.523 -0.457 0.416 -0.07
C -0.29718 -3.01187 -1.83205 -0.168 -0.087 -0.143 -0.04
H -1.35602 -4.75969 -4.52238 0.060 0.066 -0.060 0.13
H 0.06075 -5.60095 -1.49404 -0.034 0.009 -0.123 0.09
H -0.82579 -6.15358 -2.90118 -0.262 -0.049 0.037 0.09
H -1.67941 -5.44809 -1.46785 -0.147 -0.037 -0.203 0.09
H -0.90208 -3.09724 -0.93096 0.187 0.055 0.162 0.08
H 0.76301 -3.06745 -1.58426 -0.007 0.029 0.187 0.08
H -0.50185 -2.05848 -2.31092 0.045 -0.048 -0.118 0.07
C -0.18532 -1.23487 1.18618 -0.015 -0.217 -0.101 -0.33
O 0.11738 -2.42015 1.22840 -0.077 0.134 0.090 -0.02
N 0.68135 -0.25279 0.89275 -0.202 -0.183 0.004 -0.18
C 0.31171 1.14021 0.86433 -0.587 0.039 -0.563 -0.06
C 2.04217 -0.61818 0.56652 -0.135 0.432 0.275 -0.03
H -1.21473 -0.87947 1.34217 0.009 0.035 0.144 0.14
H -0.75249 1.25974 1.06661 0.039 -0.113 0.172 0.07
H 0.46826 1.50733 -0.15509 0.208 0.324 0.189 0.08
H 0.84198 1.74150 1.60374 0.192 -0.044 -0.068 0.09
H 2.59252 -0.72852 1.50300 0.370 -0.140 -0.216 0.10
H 2.05103 -1.54039 -0.00156 0.074 -0.105 0.053 0.06
H 2.46030 0.18675 -0.03630 0.183 -0.043 0.050 0.09
C -3.37087 1.85363 -3.85490 0.289 -0.688 0.675 -0.35
O -4.19268 2.45692 -4.49865 -0.225 0.283 -0.347 0.02
N -3.65735 0.88985 -2.93577 0.367 0.084 -0.176 -0.19
C -2.57895 0.21507 -2.21939 -0.371 -0.147 -0.241 -0.05
C -5.03101 0.49568 -2.72039 -0.381 0.836 0.131 -0.05
H -2.27718 2.00437 -3.92834 -0.097 0.215 -0.119 0.14
H -2.08358 -0.56150 -2.81111 -0.089 0.088 -0.110 0.07
H -3.03923 -0.27639 -1.36416 0.231 0.079 0.187 0.08
H -1.83561 0.93899 -1.88785 0.010 -0.016 0.102 0.08
H -5.66198 1.38656 -2.80383 0.111 -0.083 -0.147 0.09
H -5.40297 -0.21413 -3.45945 0.120 -0.263 0.136 0.09
H -5.15388 0.15535 -1.69384 0.043 -0.377 -0.112 0.08
```
Forces are in eV/Å.


Record 2
Entry from OMol25: 7 unconnected molecules or ions with the total composition C18H42O11S5 (ωB97M-V with the def2-TZVPD basis set).

Values from the calculation:
* highest occupied orbital energy (spin up / spin down): -10.8 / -10.8 eV
* DFT total energy: -3529.097932 Ha
* HOMO-LUMO gap (spin up / spin down): 6.94 / 2.37 eV
* charge: +1
* 2S+1: 2

Geometry as XYZ:
```
76
Properties=species:S:1:pos:R:3:forces:R:3:lowdin_spin:R:1
C 1.65729 3.04974 1.69257 -0.688 0.753 -0.069 0.00
C 0.28798 3.78067 1.53027 0.409 -0.541 0.829 0.00
C -0.81067 3.25777 2.45924 0.428 -0.349 0.797 0.00
O -1.12976 4.34228 3.37203 0.214 -0.732 -1.079 0.00
C -0.32198 5.39041 3.09192 -0.711 0.348 -0.700 0.00
O -0.39425 6.45386 3.61362 0.532 -0.577 -0.143 0.00
O 0.48431 5.07646 2.02163 0.293 1.540 0.690 0.00
H 1.86623 2.89427 2.75100 -0.178 0.116 0.112 0.00
H 2.41979 3.73854 1.32892 0.179 -0.375 -0.185 0.00
H 1.75090 2.06875 1.22675 -0.157 0.015 -0.380 0.00
H -0.08939 3.89439 0.51402 0.296 -0.290 -0.240 0.00
H -0.36862 2.48876 3.09272 -0.246 -0.332 -0.015 0.00
H -1.65595 2.83994 1.91241 -0.210 0.656 0.464 0.00
C -5.96406 -4.38662 -1.23461 0.186 -0.856 0.146 0.00
C -4.74890 -4.81259 -0.34845 -1.105 0.168 -2.853 0.00
C -3.41817 -4.73729 -1.14216 -0.043 -1.102 0.461 0.00
O -2.70891 -3.67920 -0.46942 0.861 -1.269 -2.286 0.00
C -3.37737 -3.23787 0.54132 -0.868 1.587 1.792 0.00
O -2.94705 -2.30651 1.20036 -0.992 -1.021 -0.238 0.00
O -4.58046 -3.88308 0.69425 1.487 0.746 0.892 0.00
H -5.66273 -3.72094 -2.04342 -0.121 0.328 0.283 0.00
H -6.82890 -4.02728 -0.67692 0.397 0.437 0.250 0.00
H -6.38605 -5.26765 -1.71814 0.300 -0.234 -0.184 0.00
H -4.90316 -5.85781 -0.08044 0.022 0.346 1.019 0.00
H -3.47641 -4.61054 -2.22320 -0.362 0.845 0.147 0.00
H -2.89184 -5.68902 -1.06958 0.487 0.240 0.517 0.00
C 1.99672 -3.68703 -1.72161 0.417 -0.228 0.195 0.00
S 0.75579 -4.83766 -2.43989 -1.180 0.570 1.498 0.00
O 0.10475 -5.60277 -1.30748 0.788 0.819 -1.118 0.00
C -0.44422 -3.48806 -2.87947 0.344 0.352 -0.575 0.00
H 2.24348 -2.89322 -2.42665 -0.151 -0.004 -0.115 0.00
H 2.92544 -4.20337 -1.47877 -0.067 -0.408 -0.418 0.00
H 1.72117 -3.28159 -0.74808 -0.684 0.050 -0.141 0.00
H -0.60547 -2.71346 -2.12973 0.041 -0.494 0.654 0.00
H -1.40599 -3.89750 -3.18840 0.188 -0.292 0.210 0.00
H -0.07393 -2.91474 -3.72934 0.320 -0.323 -0.316 0.00
C -5.32020 0.73841 4.80210 -0.135 -0.401 -0.640 0.00
S -5.14767 1.60348 3.19134 1.165 1.773 1.504 0.00
O -5.03806 3.08559 3.54999 -0.221 -1.935 -0.769 0.00
C -3.39470 1.06133 2.84383 -0.454 -0.541 0.523 0.00
H -6.24707 1.03655 5.29212 0.198 0.469 -0.117 0.00
H -4.44017 0.89640 5.42553 -0.148 0.136 -0.040 0.00
H -5.46191 -0.31844 4.57606 0.287 -0.153 -0.032 0.00
H -3.20694 0.03949 3.17352 -0.529 -0.358 -0.344 0.00
H -2.66304 1.60818 3.43857 -0.454 0.663 -0.165 0.00
H -3.24510 1.13773 1.76685 0.083 0.133 0.167 0.00
C 4.73714 0.06756 -0.31725 -0.340 -0.992 -0.874 0.00
S 4.54541 -1.13339 -1.76250 0.395 1.943 -0.939 0.00
O 3.76636 -0.39587 -2.85902 0.208 -0.780 1.303 0.00
C 6.32258 -1.07168 -2.26133 -0.809 0.533 0.999 0.00
H 5.15363 1.01795 -0.65103 0.089 -0.150 0.113 0.00
H 5.32324 -0.45039 0.44190 0.167 0.201 -0.055 0.00
H 3.73643 0.22187 0.08633 -0.030 0.041 -0.115 0.00
H 6.62390 -0.04952 -2.49045 -0.377 0.063 -0.262 0.00
H 6.56069 -1.74271 -3.08662 -0.109 -0.137 0.423 0.00
H 6.76409 -1.26301 -1.28328 0.636 -0.675 -0.338 0.00
C 0.19245 -0.92952 0.74625 -1.092 -0.279 0.097 0.06
S -0.77417 0.06404 -0.52944 2.937 -0.565 0.974 0.28
O -1.17091 1.23435 0.31744 0.063 -0.218 -1.273 0.55
C 0.51912 0.49753 -1.82017 -0.820 0.961 -0.674 0.06
H 0.35021 -1.96784 0.45449 -0.407 0.131 -0.285 0.00
H -0.54596 -0.84680 1.54375 0.049 -0.428 0.154 0.00
H 1.13546 -0.50524 1.09096 -0.094 0.676 -0.674 0.01
H 1.12394 1.31961 -1.43743 -0.090 -0.112 0.364 0.01
H 0.02281 0.84261 -2.72719 -0.519 0.334 0.261 0.00
H 1.15645 -0.27725 -2.24633 0.004 -0.827 0.998 0.00
C 2.81180 4.97916 -1.28587 0.685 -0.050 -0.416 0.00
S 4.52591 4.31235 -1.44976 -0.886 -1.786 1.699 0.00
O 4.72374 3.69133 -0.06145 0.127 0.686 -1.467 0.00
C 4.09958 2.86619 -2.51227 -0.448 0.768 -0.358 0.00
H 2.19462 4.16979 -0.89588 0.064 0.071 -0.007 0.00
H 2.41533 5.37568 -2.22058 0.093 -0.068 -0.046 0.00
H 2.90185 5.78925 -0.56216 -0.057 -0.112 0.033 0.00
H 3.72567 3.29416 -3.44240 0.046 -0.066 -0.199 0.00
H 3.29150 2.28051 -2.07398 0.073 0.144 0.308 0.00
H 4.91233 2.18054 -2.75191 0.228 0.421 0.267 0.00
```
Forces are in eV/Å.


Record 3
Entry from OMol25: a molecular structure, C18H43AlF6NO6S2Si2 (ωB97M-V with the def2-TZVPD basis set).

Values from the calculation:
* highest occupied orbital energy: -10.9 eV
* DFT total energy: -3434.560642 Ha
* HOMO-LUMO gap: 8.57 eV
* ΔE to the lowest compared entry with this formula, charge and spin: 0.0 kJ/mol
* charge: +1

Geometry as XYZ:
```
79
Properties=species:S:1:pos:R:3:forces:R:3:lowdin_charge:R:1
O 1.35387 -0.37605 3.01614 -1.584 0.096 1.348 -0.19
O 2.81607 -1.39927 1.55476 1.822 -0.121 -1.285 -0.14
C 1.07575 1.04718 2.94624 0.797 0.737 -0.358 -0.18
C -0.29919 1.45157 3.43587 -0.349 -0.024 -0.138 -0.06
H 1.24558 1.31284 1.88892 -0.257 0.176 0.383 0.11
H 1.84338 1.57549 3.55199 -0.314 -0.561 -0.307 0.14
H -1.07577 1.14352 2.72468 0.105 0.097 0.176 0.07
H -0.35965 2.54335 3.53618 0.193 -0.280 -0.117 0.10
H -0.53328 1.02490 4.42032 0.154 0.186 -0.179 0.09
C 0.24852 -1.31823 3.28503 0.688 0.103 -0.172 -0.18
C 0.79835 -2.10201 4.45009 -0.156 -0.173 0.419 -0.04
H 0.14216 -1.87818 2.34558 -0.279 -0.007 0.428 0.11
H -0.69357 -0.80101 3.51713 0.594 -0.253 -0.208 0.11
H 1.78584 -2.51118 4.19706 -0.226 0.074 0.155 0.06
H 0.16685 -2.92723 4.77535 -0.112 -0.018 -0.123 0.09
H 0.91115 -1.40738 5.29564 0.068 -0.305 -0.194 0.10
C 2.73318 -2.61292 0.66082 -0.058 0.852 -0.030 -0.14
C 4.21833 -0.82891 1.69270 -1.206 -0.327 -0.706 -0.14
C 1.89946 -3.69617 1.27891 -0.149 -0.192 0.118 -0.04
H 3.77437 -2.91089 0.47935 -0.376 0.043 0.122 0.13
H 2.28915 -2.22857 -0.26971 0.343 -0.219 0.350 0.10
H 2.14149 -3.79487 2.34364 -0.029 -0.230 -0.238 0.08
H 2.12336 -4.64176 0.75975 -0.132 0.299 0.264 0.11
H 0.82495 -3.49341 1.17439 0.319 -0.102 0.010 0.08
C 4.84794 -1.71121 2.71598 -0.080 -0.421 0.135 -0.04
H 4.11932 0.22759 1.96631 -0.214 -0.323 0.051 0.13
H 4.63652 -0.88395 0.67421 -0.039 0.058 0.561 0.12
H 4.08291 -1.90609 3.48296 0.516 0.251 0.129 0.09
H 5.72957 -1.24693 3.16073 0.044 -0.389 -0.079 0.10
H 5.03115 -2.68752 2.24204 0.489 0.306 0.412 0.09
H 2.24230 -1.11624 2.44107 -0.561 0.611 -0.954 0.07
Al -1.22622 -0.07785 -1.26385 -0.066 1.793 0.379 -0.02
C 0.60997 0.05845 -1.16769 3.111 -1.095 1.500 -0.25
Si 2.11141 0.84815 -1.96495 -0.362 0.124 0.592 0.46
H 1.01377 -0.95484 -0.89533 -0.273 0.476 -0.257 0.01
H 0.68688 0.55691 -0.16602 -0.340 -0.069 -0.336 0.03
C 2.93855 2.06428 -0.74219 -0.078 0.066 -0.338 -0.17
C 1.53555 1.68832 -3.52603 0.407 0.076 -0.019 -0.17
C 3.41132 -0.48124 -2.24792 0.087 0.034 -0.463 -0.18
C -1.65535 1.85887 -1.12758 -0.443 0.051 -0.098 -0.26
Si -3.03944 2.66226 -2.06587 0.448 0.149 0.164 0.42
H -0.71932 2.42109 -1.33563 -0.373 -0.381 -0.080 0.04
H -1.85480 2.06377 -0.05994 0.000 -0.238 -0.158 0.03
C -2.46558 2.89347 -3.84497 -0.198 0.067 -0.025 -0.18
C -3.40040 4.31454 -1.24236 -0.116 0.138 -0.209 -0.18
C -4.56365 1.57127 -1.99311 -0.215 -0.022 -0.107 -0.17
H 4.16189 -0.11027 -2.96053 -0.059 -0.182 0.164 0.04
H 2.95817 -1.38325 -2.67588 0.121 0.070 0.006 0.04
H 3.93827 -0.76392 -1.32774 -0.142 0.115 -0.173 0.00
H 2.32860 2.97307 -0.60395 0.222 -0.283 0.042 0.04
H 3.91911 2.37495 -1.14794 -0.356 -0.053 0.207 0.04
H 3.11453 1.60187 0.24698 -0.112 0.141 -0.387 0.00
H 0.55470 2.15625 -3.34562 0.378 -0.112 -0.148 0.01
H 1.43465 0.91434 -4.30129 -0.057 0.328 0.032 0.04
H 2.26559 2.44463 -3.84724 -0.324 -0.145 -0.180 0.04
H -2.53336 4.63483 -0.64505 -0.278 -0.017 -0.191 0.03
H -4.27451 4.22575 -0.57965 0.252 0.149 -0.147 0.03
H -3.60629 5.08033 -2.00377 -0.040 -0.036 0.330 0.03
H -5.17700 1.83755 -1.11900 0.082 -0.115 -0.271 0.03
H -4.29301 0.50754 -1.91053 -0.300 0.524 -0.198 -0.02
H -5.16778 1.72162 -2.90009 -0.002 -0.133 0.285 0.04
H -3.13759 3.60411 -4.35211 0.264 -0.261 -0.027 0.04
H -2.48312 1.93531 -4.38933 0.033 0.372 0.064 0.02
H -1.44106 3.29833 -3.87441 -0.350 -0.095 -0.048 0.03
F -4.60657 -0.81514 2.52406 0.496 0.148 -1.236 0.15
C -4.41673 -0.36897 1.26858 -1.660 1.134 0.607 -0.57
F -5.55258 -0.53646 0.56336 1.471 -0.080 0.608 0.15
F -4.14157 0.95967 1.33195 0.095 -1.802 -0.330 0.14
S -2.97893 -1.34652 0.49163 1.996 -0.162 -0.560 0.80
O -1.78897 -0.40414 0.59936 -1.809 -1.674 0.282 -0.27
O -2.79506 -2.64894 1.09839 -0.776 1.740 -0.494 -0.23
N -3.32376 -1.30986 -1.12133 0.280 -1.076 0.345 -0.28
S -2.48856 -2.44778 -1.95852 1.257 0.390 2.865 0.80
O -1.04587 -2.05387 -1.62450 -2.204 -1.026 -0.973 -0.27
O -2.87454 -3.81664 -1.79011 0.325 1.372 -1.130 -0.19
C -2.56506 -1.63255 -3.64013 0.339 1.893 -1.971 -0.51
F -1.83219 -2.27313 -4.55459 -0.919 0.257 1.292 0.19
F -3.76249 -1.31658 -4.12736 1.141 -0.763 0.864 0.19
F -1.89166 -0.37605 -3.42434 -0.965 -1.733 -0.051 0.07
```
Forces are in eV/Å.